(1)
Entry from OMol25: a 3-piece molecular cluster, C30H43N8O6S overall in a non-equilibrium geometry (ωB97M-V/def2-TZVPD).

ORCA input file:
```
! RIJCOSX wB97M-V def2-TZVPD def2/J DEFGRID3
* xyz 1 1
C 3.78 -6.37 -0.19
C 4.93 -5.29 -0.10
O 5.56 -4.99 -1.34
C 4.81 -3.99 -2.07
C 5.62 -3.44 -3.29
C 4.77 -2.55 -4.28
C 4.10 -1.28 -3.58
C 2.54 -1.14 -3.90
N 1.71 -2.11 -3.16
N 1.74 -3.42 -3.36
C 0.89 -4.12 -2.52
N 0.34 -3.13 -1.75
C 0.81 -1.86 -2.13
N 0.45 -0.71 -1.59
C -0.51 -0.68 -0.46
C -1.95 -0.18 -0.83
C -2.77 -0.13 0.56
C -3.85 -1.28 0.67
C -4.77 -0.90 1.91
C -6.07 -1.81 2.03
C -6.23 -2.48 3.47
S -7.88 -2.12 4.24
C -8.89 -3.60 4.09
N -9.99 -3.61 4.88
N -10.59 -4.80 4.57
C -9.89 -5.43 3.64
O -8.75 -4.69 3.29
H 3.85 -6.99 0.74
H 3.87 -7.07 -1.06
H 2.74 -5.93 -0.19
H 4.47 -4.38 0.40
H 5.71 -5.67 0.61
H 4.63 -3.15 -1.35
H 3.88 -4.51 -2.42
H 6.56 -2.90 -2.99
H 5.96 -4.35 -3.87
H 5.51 -2.13 -5.03
H 4.03 -3.14 -4.88
H 4.29 -1.27 -2.48
H 4.56 -0.36 -4.05
H 2.28 -0.09 -3.59
H 2.40 -1.19 -5.01
H 2.26 -3.99 -4.02
H 0.71 -5.21 -2.51
H 0.83 0.17 -1.95
H -0.10 0.06 0.29
H -0.56 -1.65 0.09
H -2.52 -0.86 -1.51
H -1.95 0.87 -1.23
H -3.22 0.88 0.76
H -2.04 -0.32 1.39
H -3.39 -2.27 0.96
H -4.43 -1.45 -0.27
H -5.09 0.17 1.86
H -4.18 -1.02 2.86
H -6.98 -1.16 1.88
H -6.09 -2.59 1.23
H -5.44 -2.11 4.18
H -6.08 -3.59 3.40
H -10.11 -6.42 3.18
C 0.13 6.20 -1.11
C 1.34 5.67 -1.56
C 1.37 4.39 -2.11
C 0.19 3.66 -2.20
C -1.01 4.18 -1.74
C -1.04 5.45 -1.19
N 0.22 2.33 -2.80
O 1.30 1.89 -3.18
O -0.83 1.72 -2.89
H 0.11 7.19 -0.69
H 2.24 6.25 -1.49
H 2.31 3.99 -2.46
H -1.93 3.61 -1.81
H -1.97 5.87 -0.84
C 2.39 5.64 5.06
C 1.94 6.91 5.38
C 1.83 7.88 4.39
C 2.17 7.56 3.09
C 2.63 6.29 2.76
C 2.74 5.33 3.75
N 2.04 8.57 2.03
O 1.66 9.68 2.36
O 2.32 8.25 0.89
H 2.46 4.88 5.83
H 1.67 7.15 6.40
H 1.48 8.87 4.65
H 2.90 6.04 1.74
H 3.09 4.33 3.51
*
```

The frontier orbital gap is 6.6 eV. The value obtained for the HOMO energy is -0.370 Eh. The LUMO energy is -0.12680 Ha. The calculation puts the calculated total energy at -66833.08445 eV.

***

(2)
Entry from OMol25: one molecule with the formula C9H21BO3 in a non-equilibrium geometry (ωB97M-V/def2-TZVPD).

ORCA input file:
```
! RIJCOSX wB97M-V def2-TZVPD def2/J DEFGRID3
* xyz 0 1
C -0.54 -0.70 3.37
C -0.29 0.74 3.00
C -0.47 0.90 1.47
O 0.53 0.26 0.75
B 0.24 0.20 -0.61
O -1.00 0.58 -1.13
C -1.41 0.56 -2.48
C -2.56 1.55 -2.75
C -3.78 1.06 -2.04
O 1.27 -0.21 -1.49
C 2.57 -0.54 -1.06
C 2.54 -1.66 -0.02
C 3.84 -1.79 0.75
H 0.16 -1.38 2.88
H -1.53 -1.03 3.02
H -0.43 -0.83 4.44
H 0.74 1.07 3.25
H -1.03 1.38 3.56
H -1.46 0.52 1.17
H -0.45 1.95 1.23
H -1.62 -0.46 -2.76
H -0.49 0.85 -3.02
H -2.77 1.61 -3.84
H -2.22 2.56 -2.47
H -3.95 -0.02 -2.16
H -3.74 1.26 -0.95
H -4.68 1.55 -2.42
H 3.14 -0.79 -1.98
H 2.96 0.37 -0.64
H 2.24 -2.61 -0.52
H 1.71 -1.50 0.67
H 4.14 -0.79 1.13
H 3.72 -2.48 1.62
H 4.60 -2.16 0.05
*
```

The frontier orbital gap is 11.0 eV. The value obtained for the HOMO energy is -0.375 Eh. The LUMO energy is 0.02941 Ha. The calculation puts the calculated total energy at -16495.56957 eV.

***

(3)
Entry from OMol25: C47H59IrN6 as an isolated structure in a non-equilibrium geometry (ωB97M-V/def2-TZVPD).

ORCA input file:
```
! RIJCOSX wB97M-V def2-TZVPD def2/J DEFGRID3
* xyz 1 2
Ir -0.02 -0.02 0.50
C 1.07 -3.63 -4.49
C 1.81 -3.89 -3.18
C 1.86 -2.67 -2.30
C 2.87 -1.78 -2.13
C 4.24 -1.81 -2.69
C 5.25 -2.34 -1.67
C 2.38 -0.74 -1.19
C 3.06 0.42 -0.87
C 2.52 1.50 -0.19
C 3.15 2.81 -0.07
C 4.50 3.15 -0.61
C 4.48 3.48 -2.10
C 2.23 3.62 0.53
C 1.05 2.80 0.81
C -0.08 3.22 1.49
C -1.16 2.43 1.86
N -1.31 1.12 1.54
C -2.46 0.69 2.16
C -3.01 -0.59 2.03
C -2.56 -1.57 1.17
N -1.43 -1.49 0.42
C -1.44 -2.57 -0.42
C -0.42 -2.89 -1.31
C 0.78 -2.23 -1.45
N 1.14 -1.06 -0.78
C -2.64 -3.38 -0.19
C -3.32 -2.78 0.81
C -4.62 -3.16 1.43
C -5.80 -2.43 0.78
C -2.99 -4.61 -0.97
C -3.55 -4.28 -2.35
C -3.06 1.76 2.93
C -2.27 2.85 2.73
C -2.45 4.24 3.24
C -3.00 5.18 2.16
C -4.33 1.65 3.71
C -5.57 1.81 2.82
N 1.28 1.53 0.38
C 2.32 5.08 0.82
C 1.55 5.92 -0.19
H 1.04 -4.53 -5.10
H 1.57 -2.84 -5.06
H 0.05 -3.31 -4.30
H 2.83 -4.21 -3.39
H 1.35 -4.71 -2.63
H 4.53 -0.81 -3.02
H 4.25 -2.43 -3.59
H 5.26 -1.73 -0.77
H 6.25 -2.36 -2.09
H 4.99 -3.36 -1.37
H 4.06 0.53 -1.26
H 5.19 2.31 -0.42
H 4.91 3.99 -0.05
H 4.09 2.65 -2.68
H 5.49 3.70 -2.46
H 3.85 4.35 -2.29
H -0.10 4.25 1.82
H -3.91 -0.79 2.59
H -0.56 -3.78 -1.91
H -4.60 -2.95 2.50
H -4.76 -4.24 1.34
H -5.69 -1.35 0.86
H -6.74 -2.71 1.26
H -5.87 -2.68 -0.28
H -3.72 -5.19 -0.40
H -2.11 -5.24 -1.07
H -4.47 -3.69 -2.27
H -3.79 -5.19 -2.90
H -2.84 -3.70 -2.94
H -1.50 4.62 3.61
H -3.13 4.22 4.09
H -2.33 5.22 1.30
H -3.12 6.18 2.56
H -3.97 4.83 1.81
H -4.34 2.40 4.49
H -4.37 0.68 4.22
H -5.58 2.79 2.35
H -6.49 1.71 3.40
H -5.59 1.06 2.03
H 3.37 5.38 0.83
H 1.94 5.28 1.83
H 1.94 5.77 -1.20
H 1.62 6.98 0.04
H 0.49 5.65 -0.21
C 3.40 -2.91 1.43
N 2.33 -3.81 1.79
C 2.68 -4.60 2.96
C 1.02 -3.16 1.81
C 0.88 -1.95 2.72
C 1.01 -2.18 4.09
C 1.14 -1.17 5.01
C 1.16 0.14 4.55
C 0.97 0.39 3.20
C 0.76 -0.63 2.25
H 4.34 -3.47 1.36
H 3.56 -2.09 2.15
H 3.21 -2.46 0.45
H 3.52 -5.24 2.71
H 1.84 -5.24 3.24
H 2.96 -4.00 3.83
H 0.27 -3.91 2.09
H 0.83 -2.87 0.79
H 1.03 -3.21 4.44
H 1.25 -1.39 6.06
H 1.29 0.96 5.24
H 0.92 1.42 2.90
C -1.20 2.97 -3.03
C -1.07 1.84 -2.12
N -0.96 0.96 -1.41
H -1.43 3.87 -2.46
H -2.00 2.77 -3.74
H -0.27 3.10 -3.58
*
```

The frontier orbital gap (alpha / beta) is 6.2 / 4.5 eV. The value obtained for the HOMO energy (alpha / beta) is -0.359 / -0.359 Eh. The LUMO energy (alpha / beta) is -0.12910 / -0.19542 Ha. As for the expectation value of S²: 0.850. The calculation puts the calculated total energy at -61473.94781 eV.

***

(4)
Entry from OMol25: C37H32AlBBrF2N7O2 as an isolated structure in a non-equilibrium geometry (ωB97M-V/def2-TZVPD).

ORCA input file:
```
! RIJCOSX wB97M-V def2-TZVPD def2/J DEFGRID3
* xyz 0 1
Al 13.02 11.00 10.46
C 13.94 16.05 10.07
C 13.94 14.82 10.87
C 13.96 14.68 12.28
C 13.88 13.28 12.51
N 13.96 12.63 11.33
N 13.97 13.63 10.32
B 13.98 13.31 8.79
N 14.97 12.09 8.59
N 14.82 10.98 9.41
C 16.08 10.55 9.69
C 17.00 11.21 8.86
C 16.26 12.19 8.21
C 16.76 13.33 7.44
C 16.45 9.48 10.62
C 15.51 8.68 11.26
C 15.96 7.67 12.08
C 17.30 7.56 12.36
C 18.24 8.40 11.82
C 17.85 9.38 10.94
N 12.57 12.76 8.46
N 11.80 12.31 9.58
C 10.50 12.61 9.31
C 10.38 12.94 7.92
C 11.70 13.07 7.52
C 12.28 13.49 6.19
C 9.51 12.74 10.35
C 9.83 12.49 11.69
C 8.80 12.60 12.67
C 7.48 12.95 12.32
C 7.20 13.10 10.94
C 8.15 13.05 9.95
C 13.82 12.67 13.86
C 14.05 11.28 14.12
C 13.97 10.81 15.41
C 13.73 11.71 16.46
C 13.44 13.02 16.24
C 13.54 13.51 14.94
H 14.06 16.89 10.76
H 12.95 16.18 9.55
H 14.80 16.01 9.37
H 13.98 15.44 13.04
H 14.33 14.33 8.28
H 18.05 11.19 9.06
H 17.75 13.59 7.79
H 16.03 14.16 7.55
H 16.85 13.15 6.31
H 14.43 8.84 11.06
H 15.26 7.04 12.67
H 17.62 6.82 13.14
H 19.27 8.30 12.10
H 18.50 10.07 10.46
H 9.48 13.21 7.37
H 11.71 13.10 5.36
H 13.31 13.09 6.17
H 12.31 14.59 6.11
H 10.88 12.31 11.99
H 9.04 12.37 13.69
H 6.74 13.16 13.09
H 6.15 13.41 10.67
H 7.81 13.26 8.92
H 14.39 10.63 13.30
H 14.24 9.77 15.65
H 13.77 11.27 17.50
H 12.94 13.64 16.97
H 13.39 14.59 14.79
Br 8.73 5.28 14.20
C 9.18 6.70 13.04
C 8.10 7.25 12.28
N 8.24 8.38 11.60
C 9.45 8.95 11.60
C 10.57 8.44 12.23
C 10.43 7.20 12.91
C 11.94 9.03 12.31
O 12.81 8.40 12.91
O 12.13 10.22 11.76
H 7.16 6.76 12.18
H 9.46 9.81 10.93
H 11.31 6.69 13.28
F 12.93 8.28 9.41
C 12.49 9.60 9.03
F 11.17 9.48 8.65
H 13.11 9.79 8.16
*
```

The frontier orbital gap is 8.5 eV. The value obtained for the HOMO energy is -0.306 Eh. The LUMO energy is 0.00409 Ha. The calculation puts the calculated total energy at -136169.55875 eV.

***

(5)
Entry from OMol25: a 6-piece molecular cluster, C6H23NO6 overall in a non-equilibrium geometry (ωB97M-V/def2-TZVPD).

ORCA input file:
```
! RIJCOSX wB97M-V def2-TZVPD def2/J DEFGRID3
* xyz 1 2
C 0.30 1.71 1.20
C 0.19 0.29 0.43
N -0.09 0.45 -0.95
C 1.08 1.06 -1.66
C 0.36 2.17 -2.39
C -0.29 -0.89 -1.74
C 0.88 -1.79 -1.77
O 1.99 -1.47 -1.47
H 0.14 1.52 2.17
H 1.25 2.20 1.05
H -0.50 2.37 0.73
H -0.72 -0.08 0.84
H 0.89 -0.40 0.90
H 1.42 0.43 -2.44
H 1.87 1.56 -1.11
H 1.00 3.07 -2.79
H -0.23 1.86 -3.26
H -0.12 2.94 -1.65
H -0.68 -0.79 -2.73
H -1.14 -1.32 -1.05
H 0.76 -2.76 -2.38
H 2.63 -1.19 0.86
H 3.44 -2.24 0.10
O 3.17 -1.96 0.89
H -1.97 1.08 3.24
H -2.16 -0.43 3.24
O -1.91 0.26 3.75
H -2.08 1.47 -1.44
H -3.10 0.85 -0.56
O -2.96 1.22 -1.56
H -1.32 -2.41 0.30
H -2.02 -3.74 0.93
O -2.19 -2.76 0.76
H 0.31 -1.30 3.64
H 1.17 -0.11 3.12
O 0.66 -0.88 2.81
*
```

The frontier orbital gap (alpha / beta) is 10.6 / 6.0 eV. The value obtained for the HOMO energy (alpha / beta) is -0.526 / -0.526 Eh. The LUMO energy (alpha / beta) is -0.13810 / -0.30685 Ha. As for the expectation value of S²: 0.755. The calculation puts the calculated total energy at -20357.26789 eV.